Below is a molecular structure, C46H77Br2N8O4 at a distorted geometry, with properties calculated with ωB97M-V/def2-TZVPD.

## Properties
Highest occupied orbital energy: -10.29 eV
Orbital gap: 6.531 eV
M: 966.0 g/mol
Total energy: -7684.9605 Eh
F_max: 9.39 eV Å⁻¹
Total charge: +1
Lowest unoccupied orbital energy: -0.138 Eh

Each line ends with the Mulliken charge.
Cartesian coordinates (Å):
C: 3.26 -3.45 2.62  -0.92
C: 2.95 -3.30 1.00  0.42
C: 1.38 -2.88 0.76  -0.88
C: 1.22 -1.63 -0.33  0.41
N: 0.05 -0.80 0.15  0.76
C: -1.13 -0.57 -0.55  -2.11
N: -1.30 -1.14 -1.94  0.97
C: -2.75 -0.98 -2.31  -1.05
N: -3.20 -1.82 -3.51  0.41
C: -3.54 -0.83 -4.64  -0.57
C: -2.07 -2.66 -4.07  0.47
C: -0.99 -2.02 -5.19  -0.51
O: -1.85 -3.97 -3.78  -0.57
C: -3.67 -1.43 -0.99  -0.35
Br: -3.19 -3.36 -0.75  0.00
Br: -5.54 -1.49 -1.79  -0.01
C: -3.51 -0.44 0.30  1.02
C: -4.80 0.58 0.48  -1.17
C: -4.74 1.63 1.73  -0.48
C: -6.08 1.69 2.68  0.15
C: -5.97 3.06 3.62  -0.33
O: -5.60 2.65 5.02  -0.53
C: -3.33 -1.20 1.76  -0.15
C: -4.43 -2.24 2.27  0.30
C: -3.88 -3.78 2.66  -0.33
C: -4.84 -4.98 3.23  -0.55
C: -6.46 -4.76 3.47  -0.42
C: -7.04 -3.26 3.13  -0.53
C: -6.03 -2.06 2.56  0.05
N: -2.17 0.26 0.13  0.90
C: -2.20 1.66 -0.37  -0.03
C: -0.76 2.22 -1.00  -0.95
C: -0.63 2.05 -2.62  0.13
C: 0.97 1.67 -2.92  -0.05
C: 1.26 1.22 -4.47  -0.80
C: 1.96 -0.28 -4.41  0.13
O: 3.24 -0.33 -3.69  -0.32
C: 3.72 -1.74 -3.87  0.56
C: 2.96 -3.07 -3.28  -0.18
O: 4.89 -1.96 -4.52  -0.53
H: 4.07 -2.66 2.94  0.19
H: 3.61 -4.58 2.78  0.24
H: 2.32 -3.28 3.30  0.34
H: 3.15 -4.33 0.46  0.39
H: 3.64 -2.46 0.52  -0.38
H: 0.68 -3.77 0.44  0.23
H: 0.92 -2.46 1.78  0.25
H: 2.20 -0.98 -0.20  0.08
H: 1.14 -2.00 -1.44  -0.24
H: 0.15 -0.37 1.12  0.48
H: -0.64 -0.74 -2.64  -0.60
H: -3.09 0.12 -2.55  0.66
H: -3.72 -1.39 -5.66  0.34
H: -4.58 -0.36 -4.33  0.23
H: -2.78 0.06 -4.70  0.15
H: -1.49 -2.18 -6.24  0.45
H: 0.01 -2.66 -5.21  0.18
H: -0.71 -0.91 -4.95  -0.11
H: -4.94 1.18 -0.53  0.41
H: -5.84 0.02 0.63  0.54
H: -3.73 1.61 2.36  0.28
H: -4.71 2.71 1.21  0.38
H: -7.10 1.64 2.10  -0.76
H: -5.98 0.79 3.46  0.25
H: -5.08 3.73 3.24  0.21
H: -6.99 3.63 3.71  0.29
H: -4.84 1.99 4.88  0.32
H: -3.12 -0.44 2.66  0.30
H: -2.29 -1.79 1.66  -0.03
H: -2.72 -4.04 2.53  0.18
H: -4.39 -6.03 3.50  0.30
H: -7.20 -5.57 3.88  0.29
H: -8.20 -3.01 3.29  0.27
H: -6.52 -1.03 2.38  -0.08
H: -3.00 1.87 -1.24  0.12
H: -2.37 2.37 0.57  0.31
H: -0.81 3.40 -0.82  0.51
H: 0.18 1.86 -0.38  0.15
H: -1.36 1.30 -3.13  -0.32
H: -0.80 3.11 -3.15  0.51
H: 1.60 2.60 -2.56  0.50
H: 1.26 0.76 -2.23  -0.33
H: 0.26 1.19 -5.11  0.28
H: 2.02 2.03 -4.92  0.36
H: 2.16 -0.64 -5.51  0.46
H: 1.19 -0.97 -3.82  -0.36
H: 3.22 -4.07 -3.87  0.35
H: 1.78 -3.00 -3.29  -0.06
H: 3.26 -3.29 -2.15  -0.02
C: -11.26 3.28 -0.65  -1.14
C: -11.02 1.90 -0.05  -0.54
C: -9.87 1.87 0.97  -0.37
C: -8.57 2.16 0.34  0.39
N: -7.54 2.39 -0.15  -0.49
H: -10.39 3.62 -1.22  0.34
H: -12.12 3.24 -1.32  0.34
H: -11.47 4.01 0.13  0.30
H: -10.82 1.18 -0.85  0.29
H: -11.93 1.57 0.46  0.34
H: -9.83 0.88 1.43  0.32
H: -10.06 2.59 1.77  0.34
C: 7.18 0.43 2.05  -0.96
C: 7.40 -0.44 0.82  -0.54
C: 6.46 -1.64 0.77  0.94
C: 6.70 -2.59 1.86  0.20
N: 6.88 -3.34 2.73  -0.52
H: 7.39 -0.11 2.97  0.39
H: 7.85 1.30 2.01  0.27
H: 6.15 0.80 2.09  0.03
H: 8.45 -0.78 0.80  0.26
H: 7.25 0.17 -0.07  0.30
H: 6.60 -2.16 -0.19  0.38
H: 5.42 -1.30 0.79  -0.78
C: 12.05 0.02 -0.44  -1.11
C: 12.70 1.25 0.19  -0.43
C: 11.82 1.92 1.25  -0.34
C: 10.59 2.49 0.67  0.23
N: 9.63 2.94 0.21  -0.47
H: 11.14 0.28 -0.98  0.32
H: 12.74 -0.45 -1.14  0.33
H: 11.79 -0.72 0.33  0.29
H: 12.96 1.96 -0.60  0.30
H: 13.64 0.94 0.67  0.31
H: 12.39 2.72 1.73  0.29
H: 11.56 1.20 2.03  0.29
C: 2.41 3.73 3.13  -1.08
C: 3.89 3.92 2.78  -0.47
C: 4.23 3.49 1.36  -0.43
C: 4.06 2.05 1.15  0.26
N: 3.93 0.91 0.99  -0.45
H: 2.13 2.67 3.09  0.28
H: 2.21 4.09 4.14  0.35
H: 1.77 4.28 2.43  0.28
H: 4.50 3.36 3.51  0.30
H: 4.13 4.98 2.90  0.35
H: 5.28 3.76 1.16  0.32
H: 3.62 4.05 0.64  0.34